[1]
Computed, not measured: a structure of composition C23H39Br4N4O2S, with ωB97M-V with the def2-TZVPD basis set.

Each line ends with the Mulliken charge.
Geometry (Å):
C 2.643 2.432 0.196  -1.281
C 1.157 2.950 0.285  -0.335
N 0.400 2.411 1.465  0.542
C -0.739 3.337 1.707  -1.264
C -1.617 2.945 2.953  -0.833
C -2.420 1.604 2.815  0.017
C -3.635 1.588 1.829  -0.422
N -2.895 1.361 0.538  -0.142
S -4.195 0.807 -0.495  -0.160
C -1.886 0.404 0.910  0.033
N -1.122 -0.356 0.184  0.209
C -1.190 -0.341 -1.296  -1.162
C -1.821 -1.667 -1.933  0.652
C -2.834 -1.308 -3.108  -1.309
O -0.783 -2.447 -2.558  -0.438
C -0.023 -3.165 -1.579  -0.390
C 1.518 -2.928 -1.829  0.692
C 2.555 -3.595 -1.016  -0.634
C 3.968 -3.294 -1.297  -0.639
C 4.382 -2.370 -2.390  -0.482
C 3.356 -1.716 -3.190  -0.776
C 1.929 -2.025 -2.902  -0.323
N -1.733 0.376 2.351  -0.324
C 1.303 2.379 2.624  0.424
C 1.942 1.057 3.155  -1.096
O 1.542 3.418 3.207  -0.526
H 3.299 3.016 0.900  0.336
H 2.759 1.323 0.293  0.235
H 3.018 2.694 -0.838  0.393
H 0.658 2.704 -0.691  0.338
H 1.196 4.082 0.335  0.297
H -1.318 3.368 0.738  0.535
H -0.375 4.399 1.867  0.534
H -2.390 3.765 3.062  0.279
H -0.997 3.009 3.892  0.420
H -2.797 1.375 3.855  0.567
H -4.261 0.725 2.205  0.432
H -4.186 2.552 1.959  -0.082
H -4.156 1.723 -1.536  0.220
H -0.445 -0.989 0.613  0.348
H -1.678 0.594 -1.679  0.531
H -0.129 -0.301 -1.690  0.360
H -2.378 -2.239 -1.144  0.360
H -2.778 -0.229 -3.405  0.307
H -2.535 -1.906 -4.016  0.385
H -3.892 -1.599 -2.864  0.259
H -0.227 -2.826 -0.527  0.138
H -0.250 -4.269 -1.636  0.384
H 2.291 -4.314 -0.199  0.348
H 4.778 -3.775 -0.709  0.549
H 5.449 -2.164 -2.617  0.478
H 3.583 -0.995 -4.017  0.374
H 1.188 -1.495 -3.549  0.327
H -2.070 -0.492 2.779  0.382
H 1.177 0.248 3.331  0.176
H 2.707 0.709 2.409  0.251
H 2.450 1.320 4.123  0.380
Br -4.919 5.761 2.013  -0.122
C -6.512 4.784 2.569  -0.603
C -6.685 4.818 4.065  -0.542
Br -5.456 3.588 4.945  -0.135
H -6.419 3.775 2.171  0.319
H -7.342 5.289 2.075  0.378
H -7.681 4.473 4.343  0.353
H -6.513 5.801 4.498  0.381
Br 5.952 -4.714 -2.166  -0.027
C 6.336 -5.675 -3.822  -0.587
C 7.006 -6.998 -3.551  -0.601
Br 8.886 -6.760 -3.101  -0.131
H 6.934 -5.011 -4.442  0.365
H 5.363 -5.826 -4.291  0.353
H 7.006 -7.619 -4.447  0.362
H 6.551 -7.550 -2.732  0.361

Atoms 1-3, force components in eV/Å:
C 0.0 0.8 -0.8
C 1.0 0.0 -0.5
N 0.3 0.1 -0.3

Properties
HOMO: -10.40 eV
Orbital gap: 7.14 eV
2S+1: 1
Charge: +1

---

[2]
Computed, not measured: a structure of composition C4H12S2Si, with ωB97M-V with the def2-TZVPD basis set.

Each line ends with the Mulliken charge.
Geometry (Å):
C -1.098 -1.607 1.316  -1.399
C 1.706 1.255 0.857  -1.141
C -1.624 -0.436 0.531  -0.523
C 0.716 1.573 -0.275  -0.184
Si -0.239 0.144 -0.830  0.342
S -1.435 0.364 -2.704  -0.347
S 1.423 -1.957 -1.485  -0.419
H -0.743 -2.351 0.744  0.476
H -0.230 -1.391 1.855  0.363
H -1.850 -1.922 2.058  0.323
H 1.238 0.765 1.651  0.346
H 2.532 0.520 0.480  0.265
H 2.335 2.153 1.225  0.307
H -1.757 0.362 1.165  0.391
H -2.588 -0.688 0.071  0.398
H 1.262 2.275 -0.986  0.372
H -0.030 2.134 0.364  0.200
H -0.402 0.807 -3.396  0.131
H 0.785 -2.001 -2.640  0.100

Atoms 1-3, force components in eV/Å:
C -2.0 1.6 2.0
C 4.0 -0.3 -1.7
C 1.8 -1.2 -2.7

Properties
HOMO: -8.79 eV
Orbital gap: 8.91 eV
ΔE to the lowest compared entry with this formula, charge and spin: 2.1603 eV
2S+1: 1
Charge: 0

---

[3]
Computed, not measured: a structure of composition C70H54N4O8P2RuS2, with ωB97M-V with the def2-TZVPD basis set.

Each line ends with the Mulliken charge.
Geometry (Å):
Ru 0.286 0.196 0.105  0.872
C 1.479 3.096 -2.903  -2.816
C 1.446 1.757 -2.171  1.803
N 0.242 1.588 -1.305  1.198
N -0.549 2.648 -1.232  -1.409
C -1.326 2.705 -0.163  0.566
S -1.372 1.590 1.132  -0.729
S -2.390 4.099 0.020  -0.241
C -2.064 5.027 -1.508  -0.612
C -3.173 4.842 -2.507  0.443
C -3.004 3.963 -3.574  -0.236
C -4.039 3.730 -4.472  -0.458
C -5.258 4.376 -4.315  -0.693
C -5.431 5.267 -3.261  -0.567
C -4.394 5.498 -2.367  -0.293
C 1.585 0.533 -3.085  -0.081
C 1.811 0.672 -4.446  -0.162
C 2.162 -0.410 -5.246  -1.243
C 2.304 -1.658 -4.646  -0.758
C 2.051 -1.826 -3.294  -0.555
C 1.657 -0.750 -2.472  0.473
O 1.391 -0.994 -1.213  0.568
H 1.457 3.900 -2.171  0.491
H 0.620 3.201 -3.570  0.441
H 2.401 3.166 -3.478  0.493
H -1.125 4.628 -1.887  -0.049
H -1.935 6.068 -1.215  0.653
H -2.054 3.451 -3.691  0.273
H -3.888 3.045 -5.298  0.630
H -6.068 4.189 -5.010  0.399
H -6.376 5.783 -3.137  0.377
H -4.533 6.191 -1.542  0.386
H 1.744 1.655 -4.899  0.385
H 2.333 -0.277 -6.308  0.364
H 2.605 -2.513 -5.244  0.331
H 2.149 -2.797 -2.817  0.387
C -4.158 -5.968 1.438  -2.062
C -2.906 -5.329 0.827  1.785
C -2.003 -6.437 0.245  -1.821
C -2.110 -4.577 1.888  0.938
C -1.912 -5.108 3.159  -0.054
C -1.071 -4.496 4.071  -1.812
C -0.375 -3.355 3.702  -0.672
C -0.545 -2.779 2.446  0.167
P 0.589 -1.412 1.884  2.667
C 0.911 -0.727 3.555  -0.295
C -0.131 -0.024 4.153  -0.271
C 0.039 0.561 5.402  -0.888
C 1.259 0.457 6.059  -0.762
C 2.303 -0.241 5.464  -0.619
C 2.127 -0.833 4.219  0.672
C 2.045 -2.471 1.441  0.550
C 3.281 -1.876 1.162  -0.336
C 4.336 -2.622 0.658  -0.936
C 4.179 -3.978 0.403  -0.932
C 2.961 -4.582 0.674  -0.786
C 1.907 -3.837 1.192  -0.593
C -1.449 -3.391 1.581  -0.909
O -1.621 -2.768 0.380  -0.050
C -2.640 -3.150 -0.447  -1.173
C -2.997 -2.219 -1.415  -0.225
C -4.000 -2.565 -2.309  -0.272
C -4.627 -3.800 -2.230  -1.652
C -4.275 -4.684 -1.223  -0.096
C -3.289 -4.372 -0.295  0.909
P -2.264 -0.499 -1.370  2.039
C -3.761 0.365 -0.725  0.601
C -4.154 1.625 -1.166  -0.164
C -5.265 2.262 -0.622  -0.671
C -5.985 1.657 0.394  -0.831
C -5.576 0.418 0.877  -0.799
C -4.476 -0.219 0.325  -0.650
C -2.269 -0.272 -3.203  0.640
C -3.173 0.447 -3.984  -0.274
C -3.086 0.420 -5.374  -0.940
C -2.117 -0.346 -6.001  -0.962
C -1.235 -1.097 -5.234  -0.862
C -1.307 -1.050 -3.851  -0.989
H -3.892 -6.691 2.210  0.462
H -4.728 -6.509 0.682  0.439
H -4.806 -5.208 1.880  0.411
H -1.673 -7.116 1.036  0.390
H -1.119 -6.002 -0.228  0.383
H -2.547 -7.011 -0.511  0.451
H -2.412 -6.027 3.439  0.340
H -0.932 -4.926 5.055  0.403
H 0.323 -2.911 4.397  0.572
H -1.074 0.088 3.631  0.449
H -0.781 1.104 5.857  0.431
H 1.401 0.929 7.025  0.388
H 3.267 -0.306 5.957  0.519
H 2.946 -1.371 3.755  0.425
H 3.408 -0.813 1.314  0.389
H 5.275 -2.127 0.439  0.467
H 4.995 -4.556 -0.016  0.366
H 2.821 -5.639 0.476  0.425
H 0.973 -4.343 1.396  0.253
H -4.301 -1.854 -3.069  0.511
H -5.402 -4.067 -2.939  0.401
H -4.782 -5.640 -1.163  0.324
H -3.573 2.147 -1.916  0.200
H -5.546 3.243 -0.990  0.317
H -6.845 2.155 0.826  0.388
H -6.116 -0.055 1.689  0.439
H -4.170 -1.180 0.723  0.295
H -3.973 1.008 -3.530  0.778
H -3.799 0.986 -5.965  0.559
H -2.052 -0.364 -7.083  0.396
H -0.484 -1.716 -5.706  0.433
H -0.625 -1.650 -3.260  0.521
C 2.686 1.666 -1.346  -1.298
C 3.780 1.507 -0.885  0.362
C 5.096 1.157 -0.415  -0.050
C 5.884 0.286 -1.174  -0.233
C 7.135 -0.107 -0.720  -0.678
C 7.617 0.358 0.500  -0.447
C 6.841 1.225 1.258  -0.728
C 5.591 1.624 0.803  -0.311
H 5.491 -0.088 -2.111  0.482
H 7.731 -0.790 -1.312  0.390
H 8.589 0.042 0.858  0.396
H 7.203 1.584 2.215  0.398
H 4.979 2.293 1.393  0.715
O 2.223 0.852 1.680  0.493
C 2.039 2.107 1.707  -0.160
O 1.350 2.747 0.927  -0.552
C 2.732 2.843 2.845  0.263
C 2.395 4.161 3.122  -0.560
C 2.998 4.793 4.186  -0.645
C 3.930 4.171 4.990  -0.435
C 4.248 2.868 4.683  -0.761
C 3.667 2.194 3.633  -0.372
N 5.244 2.164 5.543  1.142
O 5.769 2.801 6.429  -0.689
O 5.466 1.000 5.302  -0.606
N 2.639 6.208 4.506  1.081
O 3.183 6.715 5.464  -0.655
O 1.835 6.758 3.794  -0.628
H 1.663 4.665 2.504  0.760
H 4.385 4.680 5.825  0.631
H 3.932 1.166 3.426  0.930

Atoms 1-3, force components in eV/Å:
Ru -0.8 -0.6 0.3
C -0.2 0.0 0.0
C 0.0 -0.3 0.1

Properties
HOMO (spin up / spin down): -4.52 / -4.50 eV
Orbital gap (spin up / spin down): 5.93 / 5.91 eV
ΔE to the lowest compared entry with this formula, charge and spin: 0.1151 eV
2S+1: 2
Expectation value of S²: 1.0506
Charge: -1

---

[4]
Computed, not measured: the molecule C4H11NO2, with ωB97M-V with the def2-TZVPD basis set.

Each line ends with the Mulliken charge.
Geometry (Å):
O -1.014 2.374 -1.731  -0.545
C -0.318 1.246 -1.100  -0.232
C -1.118 -0.039 -1.270  -0.564
C -0.572 -1.206 -0.422  -0.776
N -0.102 -0.894 0.994  -0.369
C 1.330 -0.965 1.120  -0.480
O 1.740 -0.577 2.442  -0.554
H -1.627 2.014 -2.411  0.307
H -0.113 1.511 -0.048  0.220
H 0.589 1.249 -1.734  0.206
H -2.075 0.243 -0.774  0.325
H -1.200 -0.325 -2.292  0.404
H -1.354 -1.923 -0.260  0.396
H 0.347 -1.523 -0.846  0.371
H -0.423 -1.609 1.684  0.231
H 1.712 -1.989 0.992  0.405
H 1.898 -0.235 0.512  0.331
H 1.226 0.254 2.562  0.324

Atoms 1-3, force components in eV/Å:
O -0.8 -0.7 0.1
C 0.3 1.0 -2.1
C -0.1 1.1 3.4

Properties
HOMO: -9.38 eV
Orbital gap: 10.32 eV
SMILES: OCCCNCO
ΔE to the lowest compared entry with this formula, charge and spin: 2.2572 eV
2S+1: 1
Charge: 0

---

[5]
Computed, not measured: the molecule C4H4N2O, with ωB97M-V with the def2-TZVPD basis set.

Each line ends with the Mulliken charge.
Geometry (Å):
O 2.385 -1.252 0.116  -0.582
C 1.256 -0.820 0.068  0.479
C 1.014 0.601 -0.125  -0.403
C -0.171 1.192 -0.007  -0.268
N -1.212 0.340 0.075  -0.097
C -0.966 -0.977 -0.038  -0.011
N 0.123 -1.615 0.104  -0.487
H 1.891 1.177 -0.291  0.376
H -0.365 2.256 0.010  0.386
H -2.125 0.665 0.314  0.221
H -1.831 -1.566 -0.226  0.386

Atoms 1-3, force components in eV/Å:
O 0.2 -0.4 0.2
C 0.6 0.3 -0.2
C 1.1 1.0 0.1

Properties
HOMO: -9.27 eV
Orbital gap: 9.57 eV
SMILES: O=c1cc[nH]cn1
ΔE to the lowest compared entry with this formula, charge and spin: 0.5843 eV
2S+1: 1
Charge: 0